## w
ORCA calculation (wB97M-V/def2-TZVPD) on CH3OP in the gas phase.

Computed properties:
* gap between HOMO and LUMO (spin up / spin down): 7.523 / 8.308 eV
* LUMO energy (spin up / spin down): -0.60 / 0.26 eV
* HOMO energy (spin up / spin down): -8.12 / -8.04 eV

Last column: Löwdin charge in e.
Element x y z (Å)
C -0.981 -0.471 -0.007  -0.08
O 0.316 -0.206 -0.173  -0.65
P 1.891 0.142 -0.007  0.75
H -1.303 -1.416 0.358  0.04
H -1.752 0.354 0.215  0.09
H 1.828 1.597 -0.386  -0.15

=====

## x
ORCA calculation (wB97M-V/def2-TZVPD) on 2 unconnected molecules or ions with the total composition CH3OP.

Computed properties:
* gap between HOMO and LUMO: 9.592 eV
* LUMO energy: 0.30 eV
* HOMO energy: -9.29 eV

Last column: Löwdin charge in e.
Element x y z (Å)
C 0.758 -0.153 -0.159  -0.72
O 1.875 -0.012 0.167  -0.04
P -0.822 0.704 -0.029  0.75
H 0.676 -1.257 -1.374  0.14
H -0.935 1.366 1.286  -0.09
H -1.552 -0.647 0.109  -0.04

=====

It is x that is the most stable of them.